1.
One molecule with the formula C8H13PSi in a non-equilibrium geometry, computed with wB97M-V/def2-TZVPD.

Atoms and positions in Å:
C -2.351663 1.591839 -0.974973
Si -1.680657 0.254717 0.169478
C -2.624616 -0.016995 1.814624
C -1.753185 -1.433800 -0.775168
C -0.020359 0.949964 0.620985
P 1.402702 0.133129 0.165742
C 2.557666 -1.211757 -0.365621
C 3.894665 -0.882358 -0.390113
C 4.000693 0.530734 0.084165
C 2.831168 1.174825 0.365278
H -3.409959 1.818001 -0.677956
H -1.701207 2.366141 -0.805263
H -2.227174 1.087285 -1.961154
H -1.766525 -0.270703 2.415583
H -3.306412 0.685056 2.263102
H -3.265308 -0.881498 1.621034
H -2.729136 -1.808687 -0.990380
H -1.205075 -1.399095 -1.762235
H -1.218932 -2.177384 -0.238470
H 2.230384 -2.174861 -0.657120
H 4.692135 -1.464685 -0.643126
H 5.000313 0.976698 -0.000989
H 2.650471 2.153427 0.722575

Atomic forces in eV per Å
C -1.9 -3.0 0.1
Si -1.3 -0.6 0.0
C 0.1 -0.5 -1.5
C 1.3 1.4 -1.0
C 2.0 -2.1 -1.1
P 0.8 1.7 0.8
C 0.7 -0.9 -0.6
C -5.5 3.3 1.8
C 0.3 0.6 -0.8
C 1.2 -1.3 0.0
H 1.0 -0.1 -0.7
H 1.3 2.3 -0.1
H -0.4 1.0 0.4
H -0.2 -0.3 1.0
H 0.3 0.8 0.1
H 0.3 -0.3 0.2
H -0.9 -0.1 0.0
H -0.5 0.3 0.8
H 0.4 -0.9 0.8
H -0.5 -0.8 -0.2
H 1.8 -1.6 -0.7
H -0.6 0.2 0.5
H 0.3 0.9 0.2

Summary:
* 2S+1: 1
* electronic energy: -943.3185 a.u.
* charge: 0
* SMILES string: C[Si](C)(C)C#P1C=CC=C1
* largest force on an atom: 6.64 eV Å⁻¹
* relative energy (zero: lowest compared OMol25 entry of this formula, charge and spin): 290.02 kJ/mol
* gap between HOMO and LUMO (spin up / spin down): 7.64 / 7.64 eV
* E_HOMO (spin up / spin down): -8.81 / -8.81 eV

natural (NBO) atomic charge list, values in e, 4 entries: -1.09, 1.53, -1.09, -1.10

=====

2.
C8H13PSi as an isolated structure in a non-equilibrium geometry, computed with wB97M-V/def2-TZVPD.

Atoms and positions in Å:
C 3.397985 -0.726708 1.487331
C 2.058162 -0.296459 1.273862
C 4.216032 -0.529504 0.316357
C 3.638466 -0.526622 -0.879711
C 0.608984 -0.497802 -1.352880
C -2.229880 -0.569004 0.188431
C -1.775887 0.909129 -2.187917
C -0.238424 1.809358 0.003719
Si -0.861083 0.217734 -0.784565
P 1.968161 -0.148746 -0.515178
H 3.749603 -1.201162 2.449209
H 1.200310 0.018695 1.794989
H 5.313273 -0.412017 0.394903
H 4.133473 -0.285317 -1.790806
H -2.300936 -1.622508 0.061071
H -2.309002 -0.359226 1.209711
H -3.011216 -0.015876 -0.307656
H -1.940023 0.265817 -3.083199
H -2.649242 1.267768 -1.727845
H -1.341734 1.830732 -2.579158
H -0.960634 2.445955 0.408761
H 0.542776 1.580835 0.753954
H 0.298728 2.469391 -0.777203

Atomic forces in eV per Å
C -3.4 0.9 1.7
C 4.2 -0.8 -1.6
C 2.5 -1.0 0.5
C -0.8 1.0 -0.1
C 3.4 -1.3 -0.4
C 0.6 0.1 -0.8
C 0.5 0.1 -2.4
C 2.2 0.5 -0.9
Si -1.2 2.0 0.8
P -1.5 -1.1 -0.7
H -0.2 1.0 -1.2
H -0.6 -0.6 1.3
H -0.7 -0.4 0.2
H 0.2 -0.1 -0.5
H -0.4 -0.9 -0.3
H 0.2 0.4 1.7
H -0.8 -0.4 0.1
H -0.3 0.3 0.8
H -1.8 0.3 0.1
H 0.5 -0.1 0.0
H -1.3 1.0 0.9
H -0.6 0.5 -0.1
H -0.7 -1.2 0.9

Summary:
* 2S+1: 1
* electronic energy: -943.2956 a.u.
* charge: 0
* largest force on an atom: 4.59 eV Å⁻¹
* relative energy (zero: lowest compared OMol25 entry of this formula, charge and spin): 350.07 kJ/mol
* gap between HOMO and LUMO: 7.14 eV
* E_HOMO: -8.19 eV

natural (NBO) atomic charge list, values in e, 4 entries: -0.21, -0.54, -0.20, -0.56

=====

3.
One molecule with the formula C8H14 in a non-equilibrium geometry, computed with wB97M-V/def2-TZVPD.

Atoms and positions in Å:
C -0.022139 1.807414 -2.623215
C 0.158397 0.966303 -1.623024
C 0.055319 1.337949 -0.172800
C -0.664943 0.361010 0.734916
C -1.082720 0.808525 1.917021
C -0.838765 -1.119029 0.437424
C 0.312053 -2.025001 0.884081
C 1.689939 -1.676815 0.329096
H -0.084407 1.497241 -3.658022
H -0.257331 2.858305 -2.468906
H 0.439908 -0.059371 -1.813926
H 1.073961 1.412281 0.216716
H -0.329421 2.344193 -0.031462
H -1.611869 0.240091 2.679238
H -1.038295 1.853240 2.186296
H -0.949789 -1.190927 -0.638307
H -1.792264 -1.425114 0.825840
H 0.024231 -3.060000 0.717117
H 0.312838 -1.931698 1.975271
H 2.321583 -1.377130 1.160071
H 2.181171 -2.465250 -0.226811
H 1.637573 -0.853082 -0.384840

Atomic forces in eV per Å
C -0.6 0.4 -0.4
C -0.1 0.2 0.4
C 0.7 -0.3 0.0
C -0.2 -0.2 1.2
C -0.6 0.4 0.2
C 0.6 0.7 -1.3
C -0.7 0.1 0.8
C -0.1 0.4 -0.1
H 0.5 -0.2 0.0
H 0.0 -0.1 0.2
H -0.2 -0.1 -0.3
H 0.2 -0.1 0.0
H -0.3 0.0 -0.2
H 0.2 -0.4 -0.4
H 0.3 0.3 -0.1
H -0.1 -0.3 -0.4
H -0.3 -0.3 0.5
H 0.1 -0.1 -0.3
H 0.3 -0.1 0.0
H 0.3 0.1 -0.2
H 0.0 -0.4 0.1
H 0.1 0.1 0.2

Summary:
* 2S+1: 1
* electronic energy: -313.1580 a.u.
* charge: 0
* SMILES string: C=CCC(=C)CCC
* largest force on an atom: 1.58 eV Å⁻¹
* relative energy (zero: lowest compared OMol25 entry of this formula, charge and spin): 155.87 kJ/mol
* gap between HOMO and LUMO: 10.16 eV
* E_HOMO: -9.07 eV

natural (NBO) atomic charge list, values in e, 4 entries: -0.39, -0.17, -0.49, 0.05